Record 1
The ion C11H20BNO3P with charge -1, computed with wB97M-V/def2-TZVPD.

- Electronic energy: -29331.959 eV
- Charge: -1
- HOMO: -4.8 eV

Geometry as XYZ:
```
37
Properties=species:S:1:pos:R:3:nbo_charge:R:1
C 4.00322 -0.21008 2.04896 -0.468
C 3.57507 -0.54604 0.82516 -0.111
C 2.18480 -1.06193 0.58840 -0.684
B 1.57897 -0.81836 -0.91390 -0.267
C -0.06295 -0.95546 -1.00961 -0.646
C -0.64445 -2.13911 -0.22397 -0.389
C -1.85819 -1.82337 0.67985 -0.403
C -1.80199 -0.48162 1.39376 -0.204
N -2.48499 0.60746 0.69757 -0.331
C -2.51115 1.90800 1.12406 -0.056
C -3.26769 2.66236 0.26062 -0.313
C -3.72217 1.79056 -0.77406 -0.328
C -3.20129 0.55438 -0.45791 -0.054
P 1.95923 1.05062 -1.37273 2.128
O 1.75878 1.97032 -0.21887 -1.163
O 3.48385 1.25852 -1.98333 -1.009
O 0.99505 1.59565 -2.58598 -1.024
H 3.60200 -0.70807 2.92179 0.173
H 4.77263 0.54238 2.16563 0.182
H 4.26992 -0.47201 -0.00275 0.193
H 2.22491 -2.15715 0.70877 0.206
H 1.51062 -0.71571 1.36963 0.202
H 2.10311 -1.51837 -1.76893 -0.044
H -0.51305 0.00271 -0.74842 0.209
H -0.29665 -1.10805 -2.06435 0.206
H -0.98575 -2.88741 -0.94241 0.189
H 0.09798 -2.65181 0.38604 0.192
H -1.87774 -2.58434 1.46299 0.198
H -2.79151 -1.96512 0.14246 0.196
H -2.32322 -0.58471 2.34767 0.186
H -0.77616 -0.19139 1.60741 0.227
H -2.00291 2.26914 2.00003 0.207
H -3.50145 3.71057 0.31793 0.207
H -4.33982 2.00131 -1.62572 0.209
H -3.33349 -0.33432 -1.04582 0.207
H 3.38684 1.47324 -2.91719 0.482
H 0.78963 2.51724 -2.39278 0.493
```

Record 2
A structure of composition C11H20Br2Cl3N4O3PSSn, computed with wB97M-V/def2-TZVPD.

- Electronic energy: -227407.069 eV
- Charge: +4
- HOMO: -17.9 eV
- Energy above the lowest of the compared OMol25 structures with the same formula, charge and spin: 15.67 kcal per mole

Geometry as XYZ:
```
46
Properties=species:S:1:pos:R:3:nbo_charge:R:1
Sn -0.19288 -0.83449 0.29440 1.334
Cl -0.55482 12.20777 0.21528 0.287
C -1.53231 10.87593 0.02263 0.187
C -0.91535 9.58531 0.14223 -0.299
C -1.67181 8.48456 -0.00814 0.006
Cl -1.05480 6.91743 0.11461 0.169
C -3.14906 8.60018 -0.30121 0.442
O -3.84076 7.63956 -0.44746 -0.340
C -3.70928 10.00966 -0.40354 0.032
Cl -5.33734 10.13601 -0.71829 0.270
C -2.90245 11.08895 -0.24407 -0.323
H 0.14376 9.53202 0.35152 0.280
H -3.28383 12.09837 -0.31555 0.290
Br -2.65263 -2.42084 -0.40769 0.103
C -2.27964 -3.45106 -2.01803 -0.504
Br -0.92995 -4.79349 -1.75622 0.056
H -1.92821 -2.76434 -2.77773 0.261
H -3.21401 -3.93171 -2.28420 0.275
N 3.03308 -4.59960 3.54409 -0.678
C 1.87411 -3.63901 3.43922 -0.615
P 0.93847 -3.96012 1.87418 2.171
O 1.80855 -4.84028 1.04200 -1.145
O 0.49635 -2.60129 1.36034 -1.230
C -0.57199 -4.95762 2.27653 -0.616
N -0.59584 -6.17937 1.39998 -0.686
H 3.87328 -4.14415 3.91278 0.466
H 3.24247 -4.97510 2.60516 0.474
H 2.83724 -5.39092 4.16273 0.457
H 2.27961 -2.63074 3.37318 0.277
H 1.27256 -3.69752 4.34475 0.277
H -1.47994 -4.38320 2.10410 0.276
H -0.57069 -5.28393 3.31603 0.268
H 0.36792 -6.42886 1.13229 0.470
H -1.09511 -5.99021 0.52066 0.458
H -1.04385 -6.97915 1.85583 0.464
C 4.22528 -2.16591 -3.61499 -0.450
N 2.93051 -1.59940 -3.22438 -0.506
C 2.18219 -2.05503 -2.24951 0.399
N 2.59901 -3.05444 -1.48384 -0.764
S 0.60264 -1.31292 -2.07280 -0.332
H 4.60609 -1.59388 -4.45469 0.271
H 4.10776 -3.20395 -3.92808 0.232
H 4.93970 -2.08923 -2.79480 0.225
H 2.57332 -0.81477 -3.75083 0.446
H 3.48546 -3.50092 -1.67048 0.431
H 1.98081 -3.51971 -0.83734 0.436
```

Record 3
A cluster of 2 separate species, C11H20Br2N3 in total, computed with wB97M-V/def2-TZVPD.

- Electronic energy: -156279.987 eV
- Charge: +1
- HOMO: -11.0 eV

Geometry as XYZ:
```
36
Properties=species:S:1:pos:R:3:nbo_charge:R:1
C 0.97605 -1.48400 -3.84961 -0.634
C 0.60976 -2.28629 -2.61179 -0.253
Br 2.10896 -3.44180 -2.11137 0.000
C 0.16099 -1.35459 -1.47908 -0.253
Br -1.19412 -2.20049 -0.36409 0.039
C 1.28941 -0.73275 -0.61197 -0.103
C 0.80799 0.67974 -0.23454 -0.246
N 1.56844 1.35321 0.89958 -0.499
C 2.56391 0.46079 1.60247 -0.234
C 1.85968 -0.87121 1.78931 -0.247
N 1.66849 -1.55472 0.52891 -0.626
H 0.06652 -1.11882 -4.33361 0.231
H 1.59978 -0.61918 -3.60354 0.202
H 1.52485 -2.09384 -4.56599 0.250
H -0.19287 -2.98565 -2.82602 0.250
H -0.37857 -0.53790 -1.96944 0.230
H 2.13913 -0.62080 -1.30022 0.218
H -0.23965 0.66886 0.07341 0.239
H 0.89075 1.33043 -1.10215 0.243
H 2.01015 2.21192 0.57046 0.441
H 0.88042 1.63916 1.59755 0.438
H 2.85107 0.96120 2.52714 0.239
H 3.43415 0.36738 0.95224 0.226
H 0.88868 -0.70552 2.27927 0.198
H 2.43089 -1.51108 2.46057 0.253
H 2.46486 -2.12631 0.28292 0.401
N -2.68634 0.72899 1.22281 -0.529
C -2.18917 1.78471 1.94392 -0.113
C -3.19389 2.69731 2.11695 -0.269
C -4.34815 2.17025 1.48007 -0.296
C -4.00485 0.95966 0.94181 -0.057
H -2.17497 -0.08718 0.94344 0.412
H -1.16833 1.81177 2.29240 0.160
H -3.11700 3.63204 2.64635 0.230
H -5.32077 2.62919 1.42778 0.236
H -4.58624 0.24550 0.38406 0.222
```

Record 4
A cluster of 2 separate species, C11H20BrF2N3O4 in total, computed with wB97M-V/def2-TZVPD.

- Electronic energy: -99860.859 eV
- HOMO: -5.0 eV
- Energy above the lowest of the compared OMol25 structures with the same formula, charge and spin: 9.65 kcal per mole

Geometry as XYZ:
```
41
Properties=species:S:1:pos:R:3:nbo_charge:R:1
C -1.12759 -0.79720 4.13318 -0.616
C -1.02540 -1.54445 2.78307 -0.412
C -1.38602 -0.57260 1.64627 -0.245
N -1.28665 -1.06699 0.28079 -0.658
C -0.04537 -1.19081 -0.38683 0.551
O 0.24568 -2.57565 -0.68259 -0.447
N 0.44828 -3.35604 0.51503 0.380
O 1.43126 -3.96303 0.43514 -0.193
N 1.14071 -0.64399 0.33218 -0.607
C 1.50373 0.82126 0.11261 -0.107
Br 1.63556 1.64237 1.87493 0.078
C 0.65616 1.58780 -0.94580 0.045
C -0.02490 2.87985 -0.49322 -0.423
C -1.28552 2.70880 0.35413 -0.631
O -0.35188 0.82692 -1.57984 -0.486
C -0.09051 -0.53487 -1.77974 0.074
C 1.13670 -0.80844 -2.63904 -0.571
C 1.09279 -0.09292 -3.97617 0.868
O 2.06056 0.26446 -4.52847 -0.426
F -0.15890 0.03326 -4.40773 -0.305
H -1.54704 -1.46514 4.88021 0.226
H -0.13482 -0.50210 4.47196 0.209
H -1.70897 0.12008 4.04909 0.211
H -1.69975 -2.39768 2.77680 0.216
H 0.01163 -1.87802 2.69144 0.168
H -2.43267 -0.31260 1.80999 0.227
H -0.82714 0.34693 1.81488 0.202
H -1.92121 -1.81957 0.07004 0.411
H 1.93541 -1.18877 -0.01831 0.462
H 1.14456 -0.82200 1.34306 0.466
H 2.53296 0.83392 -0.22534 0.247
H 1.36052 1.90633 -1.72265 0.233
H 0.69160 3.57952 -0.06809 0.222
H -0.34831 3.32772 -1.43415 0.257
H -1.95039 3.54458 0.14029 0.233
H -1.83599 1.80879 0.08991 0.225
H -1.09925 2.71140 1.42750 0.197
H -0.96121 -0.97696 -2.25982 0.247
H 2.05839 -0.49397 -2.14215 0.195
H 1.21699 -1.87836 -2.82506 0.261
F 0.94602 1.93819 -5.91751 -0.987
```

Record 5
A structure of composition C11H20I2NO5S, computed with wB97M-V/def2-TZVPD.

- Electronic energy: -50493.996 eV
- Charge: -1
- HOMO: -2.7 eV

Geometry as XYZ:
```
40
Properties=species:S:1:pos:R:3:nbo_charge:R:1
C 0.53698 -0.40022 -0.38347 -0.640
C -0.20631 -1.47340 0.35916 -0.372
I 0.79941 -2.13200 2.06028 0.019
C -1.40441 -1.96004 -0.08540 -0.135
I -2.21537 -3.77470 0.77312 -0.068
C -2.13141 -1.38659 -1.12254 -0.032
O -3.30086 -2.08021 -1.54881 -0.743
C -2.42636 0.10822 -0.87955 -0.428
C -3.86559 0.53589 -1.16286 -0.392
C -4.11716 2.05706 -1.19566 -0.397
C -3.34224 2.94975 -0.20514 -0.423
C -2.28756 3.87783 -0.81568 -0.206
N -1.03093 3.28486 -1.26948 -0.838
H 0.22447 0.61910 -0.11054 0.181
H 1.61572 -0.45118 -0.20394 0.193
H 0.32899 -0.53321 -1.45364 0.222
H -3.01005 -2.73138 -2.18895 0.470
H -2.17271 0.34861 0.16208 0.191
H -1.77274 0.72939 -1.51151 0.174
H -4.53985 0.08523 -0.42599 0.195
H -4.17239 0.11355 -2.12251 0.212
H -5.18371 2.19798 -0.99458 0.197
H -3.93562 2.43292 -2.21083 0.182
H -2.88785 2.35503 0.59437 0.204
H -4.06056 3.61559 0.29024 0.193
H -2.73192 4.39294 -1.67428 0.174
H -2.03645 4.64203 -0.07063 0.174
H -1.15684 2.80512 -2.15055 0.353
H -0.70936 2.58950 -0.60743 0.356
C 4.81735 -1.40866 2.39976 -0.098
C 4.70648 -2.82177 1.87291 -0.112
O 5.72994 -2.88502 0.85794 -0.690
S 6.97355 -1.99872 1.28476 2.556
O 7.97290 -2.80144 1.89841 -0.917
O 7.31895 -1.15516 0.19748 -0.907
O 6.24120 -1.16772 2.42488 -0.699
H 4.34025 -0.68975 1.73395 0.206
H 4.42284 -1.29816 3.40474 0.215
H 3.73569 -3.03066 1.43633 0.244
H 4.93353 -3.56062 2.64355 0.187
```

Record 6
The molecule C11H20N2O8S, computed with wB97M-V/def2-TZVPD.

- Electronic energy: -41923.466 eV
- HOMO: -8.4 eV
- Energy above the lowest of the compared OMol25 structures with the same formula, charge and spin: 0.00 kcal per mole

Geometry as XYZ:
```
42
Properties=species:S:1:pos:R:3:nbo_charge:R:1
C 0.21268 -0.34792 7.79356 -0.729
S -0.32920 -1.44239 6.43803 0.152
C -0.14633 -0.58444 4.83137 -0.522
C -0.53625 -1.46184 3.62308 -0.405
C -0.87521 -0.65238 2.32545 -0.157
C -2.10169 0.30836 2.54799 0.789
O -2.92097 -0.01453 3.37548 -0.560
O -2.19008 1.43826 1.78009 -0.674
N 0.36224 -0.00482 1.84263 -0.260
C 0.94094 -0.42849 0.52872 -0.362
C 0.20087 0.23030 -0.66195 0.610
O -0.88213 0.74545 -0.46850 -0.549
C 0.95999 0.47838 -1.94379 -0.018
O 0.39265 -0.34812 -2.98970 -0.709
C 1.04532 1.95360 -2.42788 0.076
O -0.18746 2.38178 -2.99761 -0.727
C 2.19583 2.17191 -3.39332 0.051
O 2.02340 3.51518 -3.93673 -0.740
C 2.30355 1.24754 -4.59606 -0.091
O 3.25151 1.91566 -5.46188 -0.760
N 0.82652 1.10669 2.51652 0.260
O 1.66131 1.81234 1.89104 -0.398
H 0.40028 -0.95726 8.67295 0.234
H -0.59274 0.31406 8.02172 0.216
H 1.16324 0.15228 7.52281 0.220
H 0.84778 -0.21354 4.73321 0.211
H -0.79907 0.28497 4.87826 0.220
H -1.42942 -2.11634 3.86052 0.243
H 0.27330 -2.15874 3.46204 0.214
H -1.20886 -1.35131 1.55707 0.244
H -1.51028 1.42097 1.07454 0.511
H 0.84058 -1.53100 0.38793 0.247
H 2.00101 -0.13535 0.48244 0.255
H 1.99482 0.16920 -1.75345 0.190
H -0.48897 0.05489 -3.21985 0.497
H 1.29927 2.57234 -1.55499 0.188
H -0.06671 3.28085 -3.33774 0.505
H 3.13796 2.16141 -2.87018 0.177
H 2.60506 3.52072 -4.69070 0.497
H 1.34958 1.12287 -5.10752 0.190
H 2.72389 0.27635 -4.28411 0.179
H 3.47725 1.33754 -6.22606 0.489
```